13 unconnected molecules or ions with the total composition C26H72F6NO28S2. Source: the OMol25 dataset; level of theory: the ωB97M-V functional and the def2-TZVPD basis.

Summary:
LUMO energy	1.93	eV
charge	-1
E	-4590.60759	a.u.
molar mass	1024.96	g mol⁻¹

Geometry (Å):
C  -1.2168  -1.6230  -1.5083
F  0.0006  -2.1417  -1.6389
F  -1.7161  -1.4275  -2.7204
F  -1.9527  -2.4471  -0.8109
S  -1.1168  0.1059  -0.6587
O  -1.6689  1.0797  -1.5746
O  -1.8897  -0.0514  0.5800
N  0.5792  0.3672  -0.5130
S  0.9502  -0.3821  0.8371
O  0.2122  -1.5876  1.1923
O  2.3884  -0.5476  0.6756
C  0.6550  1.1005  2.0904
F  -0.0578  0.7179  3.1381
F  1.8048  1.6519  2.4463
F  -0.0283  2.0507  1.4450
C  -5.1889  1.1385  -0.7513
C  -6.4391  0.3147  -1.0871
O  -7.5906  1.0690  -1.3937
O  -5.4328  1.9811  0.3763
H  -4.8851  1.7768  -1.5767
H  -4.4009  0.4413  -0.4533
H  -6.6325  -0.2594  -0.1695
H  -6.2110  -0.4331  -1.8452
H  -7.9544  1.4542  -0.5951
H  -5.8571  1.4567  1.0628
C  -0.3764  2.1833  -5.3261
C  -0.1764  3.6577  -5.2725
O  1.0050  4.0467  -4.5405
O  -0.3789  1.6335  -4.0226
H  0.3537  1.5847  -5.8749
H  -1.3343  2.0002  -5.8313
H  -0.9620  4.1625  -4.6881
H  -0.1390  4.1888  -6.2360
H  0.9412  4.9923  -4.4061
H  -1.2454  1.3580  -3.7140
C  0.9724  -4.9035  1.3868
C  -0.2813  -4.9134  0.5680
O  -0.9193  -6.1876  0.4832
O  0.6372  -5.1184  2.7556
H  1.5220  -3.9659  1.3156
H  1.6510  -5.6931  1.0284
H  0.0937  -4.6246  -0.4293
H  -1.0088  -4.1300  0.7579
H  -0.3445  -6.7909  0.0042
H  0.0641  -5.8901  2.8099
C  4.6989  4.2176  3.0538
C  5.0626  5.6056  2.5068
O  3.8813  6.3603  2.2296
O  3.8890  3.5620  2.0838
H  4.2085  4.3819  4.0141
H  5.6502  3.7105  3.1903
H  5.6061  5.5706  1.5604
H  5.5951  6.1129  3.3225
H  4.1196  7.1483  1.7406
H  3.1886  4.2091  1.9018
C  2.7228  -1.4382  -3.9059
C  3.2000  -0.5436  -5.0718
O  2.4501  0.6725  -5.0195
O  2.5339  -0.6757  -2.7378
H  3.3844  -2.3091  -3.8672
H  1.7221  -1.7654  -4.2135
H  2.8809  -1.0469  -5.9859
H  4.2683  -0.3482  -4.9784
H  2.5941  1.1571  -5.8373
H  2.3184  -1.2598  -2.0027
C  -3.7949  -3.4750  -4.2367
C  -5.2660  -3.8830  -4.2505
O  -5.4232  -5.1855  -4.7727
O  -3.0527  -3.4878  -5.4264
H  -3.1493  -4.0939  -3.5897
H  -3.7723  -2.4982  -3.7439
H  -5.7422  -3.1080  -4.8624
H  -5.8143  -3.7376  -3.3148
H  -5.2055  -5.8607  -4.1275
H  -2.9033  -4.4099  -5.6519
C  5.7806  1.9112  -0.2505
C  6.0064  1.1673  -1.5647
O  5.6245  1.9743  -2.6869
O  4.3977  1.9563  -0.0590
H  6.2773  2.8875  -0.2497
H  6.2789  1.2692  0.4946
H  5.3375  0.3069  -1.5293
H  7.0472  0.8411  -1.6419
H  6.4350  2.2264  -3.1361
H  4.1506  2.5239  0.7006
C  -0.0296  3.7538  4.4223
C  -1.2337  3.2226  5.1928
O  -0.9472  2.9892  6.5666
O  0.2143  5.1273  4.7194
H  -0.2549  3.8185  3.3530
H  0.9011  3.2012  4.5959
H  -1.4079  2.2592  4.7068
H  -2.0933  3.8903  5.1205
H  -0.5676  3.7882  6.9461
H  0.5750  5.2296  5.6059
C  0.6983  4.8454  -0.1198
C  -0.7001  4.4117  -0.5786
O  -0.4936  3.6924  -1.7715
O  1.6086  3.7767  0.1418
H  0.6561  5.4932  0.7625
H  1.1291  5.3277  -0.9994
H  -1.3287  5.2896  -0.7881
H  -1.1979  3.8601  0.2286
H  -1.2729  3.1573  -1.9634
H  1.3528  3.3908  0.9875
C  -0.4037  -5.0737  -3.9566
C  -0.2595  -6.4749  -3.4132
O  -0.3014  -7.3995  -4.5322
O  0.7398  -4.5675  -4.5983
H  -0.7628  -4.3474  -3.2215
H  -1.1804  -5.0243  -4.7330
H  -0.9814  -6.7228  -2.6339
H  0.7828  -6.5032  -3.0719
H  0.2306  -8.1298  -4.2003
H  0.7601  -4.8247  -5.5205
C  -2.1282  -2.1151  3.2170
C  -2.1544  -2.6655  4.6498
O  -3.0523  -1.8422  5.4332
O  -3.3821  -2.1789  2.5864
H  -1.4806  -2.8483  2.7242
H  -1.5760  -1.1815  3.1377
H  -1.1768  -2.4623  5.0973
H  -2.3704  -3.7270  4.7634
H  -3.5894  -2.3932  6.0065
H  -3.8190  -1.3329  2.7199
C  1.3765  0.0498  6.4012
C  -0.1082  -0.0699  6.6635
O  -0.3431  -1.3922  7.1647
O  2.1510  -0.0161  7.5969
H  1.5609  1.0480  5.9933
H  1.5819  -0.7033  5.6357
H  -0.5824  0.0187  5.6859
H  -0.3318  0.6558  7.4445
H  -1.2459  -1.6550  6.9543
H  2.8263  -0.6875  7.4772

Atomic forces in eV per Å
1.089 1.806 0.263
0.043 -0.288 -0.149
-0.424 -0.371 -0.363
-0.731 -0.500 0.116
0.784 1.087 0.713
0.125 -0.772 -0.205
0.857 0.156 -1.204
-4.607 -1.057 0.139
3.072 -0.510 -1.137
0.315 1.162 0.464
-0.862 0.118 1.497
0.020 -1.204 -1.549
0.081 0.026 0.698
0.132 -0.256 0.531
-0.430 -0.048 0.423
-0.534 -0.447 0.467
0.566 0.090 1.332
-0.068 -0.113 -0.823
-0.323 0.418 -0.219
0.121 0.023 0.049
0.224 -0.011 -0.517
-0.066 -0.228 -0.020
-0.253 0.282 -0.404
0.233 0.075 0.117
0.177 -0.086 0.036
-0.631 -1.071 0.388
0.657 2.277 0.988
0.327 -0.820 -0.714
0.128 0.039 0.003
0.326 0.582 -0.163
-0.036 0.107 -0.049
-0.560 -0.665 -0.337
-0.180 -0.661 -0.299
0.003 0.075 0.166
-0.077 0.099 -0.084
-0.561 -0.429 1.024
0.971 0.566 -2.341
-0.240 0.072 0.519
0.476 0.064 0.392
-0.313 0.149 0.024
-0.077 -0.055 -0.024
-0.257 -0.128 -0.199
-0.105 -0.266 0.768
0.109 0.084 0.018
-0.012 0.012 -0.167
0.138 1.336 -1.411
-0.232 0.440 0.415
-0.502 -0.454 0.444
0.009 0.433 1.226
-0.240 -0.370 0.084
-0.151 -0.471 0.038
0.500 -0.404 0.322
0.462 0.025 -0.340
0.031 0.013 -0.111
-0.051 -0.279 -0.494
-1.256 0.778 -1.032
-1.025 0.338 1.001
0.186 -0.192 -0.020
1.077 -0.254 0.022
0.116 0.008 0.440
0.077 -0.468 -0.086
0.725 -0.397 -0.198
0.160 0.012 -0.289
0.148 0.030 0.097
-0.024 0.180 0.038
0.760 -0.305 2.234
0.674 0.443 -0.525
-0.604 0.008 -0.740
-0.753 0.583 -0.986
-0.850 -0.187 0.629
0.285 0.236 -0.573
-0.226 -0.715 -0.727
0.657 -0.247 0.466
0.087 0.218 0.308
-0.164 -0.006 -0.143
-0.028 -0.964 -0.213
-0.453 0.738 0.153
0.418 -0.278 -0.016
-0.063 0.417 0.285
-0.067 0.171 -0.091
0.003 0.168 0.337
0.049 -0.099 -0.132
0.030 -0.040 -0.045
-0.102 0.098 -0.039
0.388 -0.385 -0.559
-0.290 1.185 0.000
1.018 -0.442 -0.415
0.136 -0.122 0.021
0.133 0.610 0.375
-0.019 -0.578 0.110
-0.374 -0.401 -0.048
-0.564 -0.070 0.444
0.012 -0.014 -0.389
-0.135 0.029 -0.024
0.073 -0.111 -0.093
0.054 -0.307 -0.477
0.520 0.019 0.157
-0.456 0.146 0.149
-0.265 0.406 0.443
-0.139 0.326 -0.240
0.096 0.419 0.279
0.178 0.228 0.249
-0.034 -0.341 -0.233
0.320 -0.247 0.076
0.008 -0.120 -0.371
-1.448 0.503 -1.100
1.110 0.377 -1.043
-0.097 0.113 0.874
0.934 0.149 0.590
0.518 -0.157 0.289
-0.296 -0.522 0.380
-0.051 0.027 -0.040
-0.247 -0.056 0.679
-0.142 -0.248 -0.505
-0.169 -0.190 -0.017
0.809 -2.137 0.517
0.206 1.757 0.354
-0.197 -0.166 0.232
-0.218 0.399 -0.038
0.004 0.219 -0.359
-0.515 0.303 0.052
0.282 -0.482 -0.360
-0.268 0.018 -0.368
-0.048 -0.048 -0.088
-0.003 -0.041 -0.012
-0.372 0.583 -0.251
0.983 -0.919 0.656
-0.019 -0.111 0.052
-0.011 -0.460 -0.225
-0.098 -0.054 -0.365
0.655 -0.081 0.259
-0.445 0.628 0.220
-0.697 0.218 -0.404
-0.060 0.264 -0.026
-0.054 -0.045 0.097

---

C5H14N2O in the gas phase. Source: the OMol25 dataset; level of theory: the ωB97M-V functional and the def2-TZVPD basis.

Summary:
LUMO energy	0.85	eV
structure (SMILES)	C[C@H](O)CCNCN
E	-383.56556	a.u.
molar mass	118.18	g mol⁻¹

Geometry (Å):
C  0.5857  0.7350  2.6777
C  0.4099  1.4666  1.2731
O  0.5652  2.8910  1.2909
C  -0.8247  1.1366  0.3906
C  -0.9102  -0.3129  -0.2142
N  -0.2732  -0.3719  -1.6059
C  -0.3885  -1.7341  -1.9990
N  0.5364  -2.4306  -2.9079
H  0.8747  -0.3396  2.5587
H  1.2347  1.2776  3.4433
H  -0.4808  0.6624  3.1121
H  1.2419  1.2456  0.7155
H  1.4015  3.1743  1.7340
H  -1.7332  1.3696  1.1460
H  -0.7791  1.7808  -0.4795
H  -2.0023  -0.5220  -0.3016
H  -0.3707  -1.1615  0.4562
H  0.5202  0.0802  -1.8514
H  -0.3179  -2.4093  -1.0679
H  -1.5228  -1.9021  -2.3352
H  0.8953  -1.7861  -3.6326
H  1.3379  -2.8496  -2.4028

Atomic forces in eV per Å
-2.336 0.299 0.141
0.369 -0.048 0.804
-0.294 1.024 1.155
-0.896 -0.503 2.700
1.820 0.332 0.391
-4.107 -1.753 2.246
-2.080 -3.340 0.494
0.548 1.409 -0.172
0.160 1.038 -0.040
-0.713 -0.703 -1.321
1.558 0.255 -0.237
2.159 -1.666 -1.516
-1.060 -0.751 -0.488
1.567 -0.489 -2.220
-0.412 0.529 0.199
0.968 -0.325 -0.176
-1.407 1.931 -1.177
3.075 1.684 -0.046
-0.230 0.839 -0.991
2.297 0.229 0.253
-0.224 -0.695 0.456
-0.761 0.702 -0.453

---

2 unconnected molecules or ions with the total composition C20H22FO8. Source: the OMol25 dataset; level of theory: the ωB97M-V functional and the def2-TZVPD basis.

Summary:
LUMO energy	1.73	eV
charge	-1
E	-1477.14698	a.u.
molar mass	409.39	g mol⁻¹

Geometry (Å):
C  4.4366  -0.9230  -1.4937
C  3.8485  -0.1107  -0.3610
O  2.9279  -0.8643  0.3929
C  2.0594  -0.0254  1.0351
C  0.9217  -0.6546  1.6396
F  0.8876  -1.9792  1.6671
C  -0.1874  0.0620  2.2028
O  -0.1823  1.2763  2.3585
O  -1.2745  -0.7018  2.5172
C  -2.3106  0.1043  3.0218
C  -3.6297  -0.6372  3.0104
O  2.2214  1.1894  1.0420
H  5.1617  -0.3578  -2.0822
H  4.9275  -1.8167  -1.1075
H  3.6453  -1.2593  -2.1642
H  4.6155  0.2594  0.3317
H  3.3053  0.7710  -0.7355
H  -2.0135  0.4066  4.0356
H  -2.3404  1.0170  2.4068
H  -4.4614  -0.0267  3.3669
H  -3.8614  -0.9698  1.9982
H  -3.5634  -1.5314  3.6320
C  2.1183  -0.5051  8.4027
C  1.5819  -1.9165  8.6547
C  1.0603  -2.0411  10.0881
O  0.4623  -2.1570  7.7688
C  0.7755  -2.4921  6.4778
O  -0.0473  -2.4851  5.5797
C  2.1631  -2.8653  6.1603
C  2.5369  -2.9356  4.8662
C  3.8667  -3.3055  4.3690
C  5.0218  -2.6732  4.8344
C  6.2678  -3.0606  4.3977
C  6.3919  -4.0918  3.4908
C  5.2630  -4.7353  3.0245
C  4.0146  -4.3458  3.4532
C  3.0482  -3.2249  7.2823
O  4.0754  -3.8430  7.0732
O  2.6841  -2.8473  8.5461
H  2.5049  -0.4212  7.3879
H  1.3314  0.2353  8.5338
H  2.9258  -0.2860  9.0990
H  0.7154  -3.0599  10.2515
H  1.8566  -1.8285  10.7971
H  0.2345  -1.3556  10.2603
H  1.7723  -2.7304  4.1307
H  4.9314  -1.9066  5.5843
H  7.1532  -2.5892  4.7956
H  7.3689  -4.4103  3.1619
H  5.3618  -5.5695  2.3499
H  3.1335  -4.8593  3.1088

Atomic forces in eV per Å
-0.195 -0.478 0.208
0.354 0.792 -0.286
0.113 -0.615 -0.335
-2.353 0.510 1.410
0.281 2.342 0.121
-0.189 -2.923 -0.130
2.326 0.245 -0.966
-0.586 0.227 0.276
-0.272 -0.610 -0.121
-0.330 0.778 0.265
0.263 -0.478 -0.092
0.614 0.162 -0.293
-0.032 0.130 0.145
0.106 -0.059 -0.011
-0.049 0.017 -0.044
0.115 0.046 -0.288
0.473 -0.206 -0.038
-0.334 0.106 -0.060
-0.265 -0.205 0.346
0.156 0.123 0.041
-0.033 0.027 -0.074
-0.060 -0.021 0.059
-0.007 -0.233 -0.167
-0.021 1.034 0.691
0.038 -0.404 -0.531
1.001 -0.679 -0.120
-1.314 0.298 -2.158
0.317 0.144 2.048
0.152 0.242 0.583
0.028 -0.212 0.411
0.643 -0.039 -0.020
-0.370 0.034 -0.035
0.110 0.162 0.131
0.128 -0.232 -0.167
0.231 -0.231 -0.045
-0.600 0.405 0.202
1.721 -0.654 -0.774
-1.148 0.453 1.482
-0.780 -0.219 -0.869
0.006 0.044 -0.074
-0.081 -0.077 -0.024
0.028 -0.072 0.025
-0.056 -0.048 0.026
0.094 0.038 -0.072
-0.014 0.059 -0.126
-0.196 0.093 -0.182
-0.001 0.241 0.045
0.062 0.156 0.017
0.126 -0.027 -0.058
-0.022 -0.087 -0.189
-0.180 -0.096 -0.181

---

What did we get for energy relative to the best compared isomer or geometry (same formula, charge and spin)? Answer: 0.00 84.80 5.19 kcal per mole, in the order shown.
What did we get for max |F|? Answer: 4.73 5.00 2.93 eV/A, in the order shown.